Record 1
{"formula": "C2F3LaMgNO4S2", "method": "ωB97M-V/def2-TZVPD", "charge": 2, "gap_ev": [7.6649, 6.7739], "lumo_ev": [-9.32, -10.21], "total_energy_ha": -1758.966400, "homo_energy_ha": [-0.624, -0.624], "multiplicity": 2, "s2": 0.7532, "species": ["O", "C", "O", "La", "Mg", "N", "S", "S", "O", "O", "C", "F", "F", "F"], "xyz": [[-3.16191, -0.44579, 1.40104], [-3.26192, -0.08606, 0.25878], [-3.26488, -0.47369, -0.91495], [-2.25134, 2.19880, -0.20028], [-1.24733, -1.53775, -0.93573], [0.06299, 1.14830, -0.18791], [-0.40281, 0.66537, -1.86003], [0.81487, 0.03089, 0.63248], [0.27974, -1.35197, 0.34744], [0.95309, 0.39727, 2.03161], [2.56218, -0.11210, -0.03226], [2.55654, -0.67578, -1.22635], [3.08660, 1.09620, -0.11046], [3.27419, -0.85368, 0.79663]], "forces_ev_per_angstrom": [[-0.1, 0.3, -0.8], [-0.4, -0.6, 1.7], [0.7, -0.5, -0.2], [2.2, -0.6, -0.8], [0.4, 0.6, 0.0], [-1.8, 0.3, -0.7], [-0.6, 0.6, 0.7], [1.4, -0.6, 3.0], [-0.8, 0.7, -0.4], [-0.7, -0.4, -2.3], [0.9, 0.0, 0.1], [-0.3, 0.0, -0.2], [-0.3, 0.0, 0.0], [-0.6, 0.2, -0.1]], "lowdin_charge": [0.156, -0.725, -0.079, 2.112, 1.039, -0.810, 0.477, 0.602, -0.409, -0.223, -0.686, 0.160, 0.186, 0.201]}

Record 2
{"formula": "C31H37ClN9O2PdSSe2", "method": "ωB97M-V/def2-TZVPD", "charge": 2, "gap_ev": [5.7223, 3.3540], "lumo_ev": [-5.59, -9.04], "total_energy_ha": -7635.239357, "homo_energy_ha": [-0.416, -0.455], "multiplicity": 6, "s2": 8.8594, "species": ["Pd", "O", "N", "C", "C", "C", "C", "C", "S", "H", "H", "H", "H", "C", "C", "C", "C", "C", "O", "C", "C", "C", "C", "C", "C", "Cl", "C", "C", "C", "N", "C", "N", "C", "N", "H", "H", "H", "H", "H", "H", "H", "H", "H", "H", "H", "H", "H", "H", "H", "H", "H", "H", "H", "H", "H", "H", "C", "N", "C", "C", "N", "C", "C", "Se", "H", "H", "H", "H", "H", "H", "H", "H", "Se", "N", "C", "C", "C", "C", "N", "C", "N", "H", "H", "H"], "xyz": [[2.19492, -1.30123, 1.31096], [2.54824, -1.32873, 3.60717], [1.92494, -2.20201, 4.31725], [2.07804, -2.14685, 5.66463], [1.44060, -3.04097, 6.48242], [0.61510, -4.03754, 5.93947], [0.46481, -4.10017, 4.58363], [1.12219, -3.17991, 3.73520], [0.95269, -3.26234, 2.06532], [2.72420, -1.35165, 6.00307], [1.58748, -2.95872, 7.55009], [0.10906, -4.74182, 6.58406], [-0.15778, -4.84815, 4.11349], [-3.47759, 0.13179, -0.51827], [-3.78481, 0.93250, 0.74854], [-3.21635, 0.15526, 1.94962], [-5.31360, 0.96180, 0.92059], [-3.19699, 2.39163, 0.72009], [-3.20764, 2.91347, 2.04923], [-3.93701, 3.43131, -0.19371], [-3.41777, 3.81674, -1.59686], [-3.45371, 2.74228, -2.65218], [-2.28400, 2.22732, -3.19967], [-2.31314, 1.18543, -4.11596], [-3.53316, 0.65818, -4.50087], [-3.57818, -0.66045, -5.62485], [-4.71851, 1.18514, -4.00871], [-4.66929, 2.22315, -3.09281], [-1.72522, 2.45311, 0.31777], [-0.80414, 1.62473, 1.09029], [-0.22944, 0.49690, 0.70549], [0.56034, 0.05706, 1.67714], [0.43923, 1.00676, 2.65004], [-0.38768, 1.96467, 2.32713], [-3.88560, -0.87490, -0.40718], [-2.40577, 0.02428, -0.70323], [-3.92461, 0.56914, -1.40666], [-3.74161, -0.79771, 2.02768], [-3.34594, 0.69595, 2.88433], [-2.15328, -0.07705, 1.83986], [-5.66724, -0.04454, 1.14600], [-5.82941, 1.28322, 0.01730], [-5.63369, 1.60190, 1.74680], [-4.12040, 3.06250, 2.32036], [-3.91640, 4.35442, 0.38895], [-4.98440, 3.15585, -0.28110], [-2.41012, 4.23157, -1.53667], [-4.05009, 4.64527, -1.92439], [-1.32571, 2.65676, -2.92416], [-1.39910, 0.79249, -4.54066], [-5.66526, 0.78407, -4.34332], [-5.59781, 2.63113, -2.70903], [-1.38530, 3.48092, 0.43544], [-1.60565, 2.14981, -0.71814], [-0.39095, 0.02123, -0.24815], [0.96717, 0.97291, 3.58784], [6.56210, 0.84603, 0.13187], [6.09330, -0.26247, -0.70198], [6.23882, -0.34687, -2.05167], [5.63021, -1.50024, -2.45263], [5.10353, -2.08749, -1.34213], [4.46688, -3.40464, -1.32543], [5.38631, -1.32389, -0.26710], [4.79380, -1.54107, 1.47923], [7.04840, 1.57076, -0.51335], [7.27144, 0.47472, 0.86803], [5.71581, 1.31469, 0.62766], [6.74731, 0.40932, -2.62385], [5.54531, -1.94184, -3.43044], [3.94711, -3.54513, -2.26927], [3.74920, -3.44075, -0.51194], [5.22493, -4.17451, -1.19649], [3.31431, 1.92797, -1.22561], [2.68777, 1.30071, -2.78923], [2.17979, 0.08777, -2.56944], [1.54070, -0.76620, -3.48554], [1.03406, -1.98266, -3.02358], [1.15421, -2.35442, -1.69561], [1.79531, -1.56754, -0.79998], [2.29770, -0.39562, -1.21809], [2.90733, 0.37892, -0.32755], [1.42933, -0.46688, -4.51886], [0.51526, -2.64562, -3.70184], [0.73516, -3.28103, -1.32591]], "forces_ev_per_angstrom": [[-0.3, -0.3, 0.1], [0.1, 0.1, -0.1], [0.0, 0.0, 0.0], [0.0, 0.0, 0.0], [0.0, 0.0, 0.0], [0.0, 0.0, 0.0], [0.0, 0.0, 0.0], [0.0, 0.0, 0.0], [0.1, 0.0, 0.1], [0.0, 0.0, 0.0], [0.0, 0.0, 0.0], [0.0, 0.0, 0.0], [0.0, 0.0, 0.0], [0.0, 0.0, 0.0], [-0.1, 0.0, 0.0], [0.1, -0.1, 0.1], [0.1, 0.1, 0.0], [0.0, 0.1, -0.1], [-0.1, 0.0, 0.0], [0.0, -0.1, 0.0], [0.0, 0.0, 0.0], [0.0, 0.0, 0.0], [0.0, 0.0, 0.0], [0.0, 0.0, 0.0], [0.0, 0.0, 0.0], [0.0, 0.0, 0.0], [0.0, 0.0, 0.0], [0.0, 0.0, 0.0], [0.1, 0.0, 0.0], [0.2, 0.1, -0.1], [0.1, 0.1, -0.1], [0.0, 0.1, -0.2], [-0.1, -0.1, 0.0], [0.0, 0.0, 0.0], [0.0, 0.0, 0.0], [-0.1, 0.0, 0.0], [0.0, 0.0, 0.0], [0.0, 0.0, 0.0], [0.0, 0.0, 0.0], [-0.3, -0.1, 0.1], [0.0, 0.0, 0.0], [0.0, 0.0, 0.0], [0.0, 0.0, 0.0], [0.0, 0.0, 0.0], [0.0, 0.0, 0.0], [-0.1, -0.1, 0.0], [0.0, 0.0, 0.0], [0.0, 0.0, 0.0], [0.0, 0.0, 0.0], [0.0, 0.0, 0.0], [0.0, 0.0, 0.0], [0.0, 0.0, 0.0], [0.0, 0.0, 0.0], [0.0, 0.0, 0.0], [0.0, 0.0, 0.0], [0.0, 0.0, 0.0], [0.0, 0.0, 0.0], [0.1, 0.0, 0.0], [-0.1, 0.0, 0.0], [0.0, 0.0, 0.0], [0.0, 0.0, 0.0], [0.0, 0.0, 0.0], [-0.1, 0.0, -0.1], [0.1, 0.0, 0.0], [0.0, 0.0, 0.0], [0.0, 0.0, 0.0], [0.0, 0.0, 0.0], [0.0, 0.0, 0.0], [0.0, 0.0, 0.0], [0.0, 0.0, 0.0], [0.0, 0.0, 0.0], [0.0, 0.0, 0.0], [0.0, 0.0, 0.0], [0.0, 0.0, 0.0], [0.0, 0.0, 0.0], [0.0, 0.0, 0.0], [0.0, 0.0, 0.0], [0.0, 0.0, 0.0], [0.0, 0.1, 0.0], [0.0, 0.0, 0.0], [0.1, 0.0, 0.1], [0.0, 0.0, 0.0], [0.0, 0.0, 0.0], [0.0, 0.0, 0.0]], "lowdin_charge": [0.659, -0.210, -0.188, 0.020, 0.020, -0.012, -0.056, -0.596, 0.889, 0.153, 0.135, 0.133, 0.123, -0.016, -0.484, -0.036, -0.033, -0.413, -0.016, -0.078, -0.132, -0.246, -0.055, -0.102, -0.670, 0.681, -0.090, -0.043, -0.036, -0.079, -0.155, -0.026, -0.166, 0.173, 0.101, 0.061, 0.067, 0.090, 0.092, 0.055, 0.092, 0.081, 0.094, 0.105, 0.130, 0.105, 0.110, 0.130, 0.114, 0.098, 0.114, 0.127, 0.154, 0.109, 0.136, 0.116, -0.014, -0.109, 0.015, 0.024, -0.088, 0.010, -0.643, 1.012, 0.109, 0.106, 0.069, 0.152, 0.153, 0.106, 0.055, 0.114, 1.056, -0.240, -0.411, 0.000, -0.067, -0.152, -0.045, -0.558, -0.326, 0.121, 0.113, 0.108]}

Record 3
{"formula": "C25H32GaNO2", "method": "ωB97M-V/def2-TZVPD", "gap_ev": 7.0547, "lumo_ev": -0.73, "total_energy_ha": -3101.768189, "homo_energy_ha": -0.286, "species": ["C", "C", "C", "H", "C", "C", "H", "C", "C", "C", "H", "C", "C", "H", "H", "H", "H", "H", "H", "Ga", "C", "C", "C", "H", "H", "H", "H", "H", "H", "C", "C", "H", "H", "O", "N", "C", "H", "C", "C", "H", "C", "H", "C", "H", "C", "H", "C", "H", "H", "H", "C", "C", "C", "O", "H", "H", "H", "H", "H", "H", "H"], "xyz": [[2.24125, 0.06771, 0.85200], [2.28378, -0.64176, -0.38722], [1.88154, 0.22506, -1.43791], [2.67330, -1.65518, -0.52762], [1.52732, 1.49638, -0.84833], [1.80563, 1.40206, 0.57498], [1.40067, 2.43724, -1.38919], [-1.27088, -1.58398, 1.25029], [-0.20627, -2.35565, 0.72141], [-0.31452, -2.35805, -0.70289], [0.54068, -2.88599, 1.32916], [-1.42655, -1.57576, -1.09850], [-2.00567, -1.02588, 0.11756], [1.97297, 0.02994, -2.51286], [1.92466, 2.26633, 1.23262], [2.59272, -0.29724, 1.82452], [-3.00007, -0.58403, 0.16025], [0.33589, -2.90909, -1.38871], [-1.62203, -1.58216, 2.28789], [-0.35417, 0.45121, 0.06499], [-1.99748, -1.35335, -2.47757], [-3.50528, -1.60253, -2.45023], [-1.29607, -2.27654, -3.47685], [-3.69453, -2.62444, -2.11269], [-3.88381, -1.47194, -3.46007], [-4.01460, -0.89838, -1.78888], [-1.48820, -3.31658, -3.19113], [-0.21198, -2.09506, -3.50288], [-1.71942, -2.08624, -4.46474], [-1.66765, 0.12806, -2.82132], [-2.19863, 0.63493, -4.16727], [-0.56444, 0.24061, -2.82083], [-2.06260, 0.82523, -2.04618], [-3.11825, 0.13583, -4.80610], [-1.56961, 1.75538, -4.65002], [-0.41530, 2.45224, -4.09009], [-1.97517, 2.13864, -5.49480], [0.90148, 1.86268, -4.54367], [2.08088, 2.49794, -4.15833], [2.00711, 3.39833, -3.55285], [3.31405, 1.99143, -4.55306], [4.22441, 2.49394, -4.24054], [3.38152, 0.84864, -5.35390], [4.34412, 0.45755, -5.67710], [2.20266, 0.21486, -5.74798], [2.22531, -0.67321, -6.37659], [0.96511, 0.72454, -5.34922], [0.04198, 0.25019, -5.68350], [-0.48182, 2.45125, -2.99007], [-0.47877, 3.50913, -4.38880], [0.14017, 2.13100, 3.51852], [-0.71449, 1.12393, 2.80242], [-2.13285, 1.11967, 3.28982], [-0.80122, 1.60257, 1.45433], [-0.18728, 3.12679, 3.20784], [1.18217, 2.01927, 3.22252], [0.04854, 2.01537, 4.59788], [-0.28544, 0.11034, 2.93826], [-2.53921, 2.10970, 3.06844], [-2.71121, 0.38597, 2.72851], [-2.18146, 0.89732, 4.35501]], "forces_ev_per_angstrom": [[0.0, 1.1, -0.6], [0.3, 0.7, -0.8], [0.4, -0.9, 0.8], [-0.4, 0.4, 0.1], [-0.8, -0.4, 0.5], [1.2, -1.0, -0.1], [-0.1, -0.4, 0.2], [0.5, -0.7, -0.6], [-1.1, 0.0, 0.1], [-0.5, -0.1, -0.1], [-0.4, 0.3, -0.5], [1.1, -0.6, 0.7], [0.8, 0.4, 0.2], [-0.4, 0.0, 0.5], [-0.6, -0.5, -0.2], [-0.4, 0.1, -0.5], [0.3, 0.0, 0.1], [-0.2, 0.4, 0.4], [0.4, 0.3, -0.5], [0.3, 0.4, 1.1], [0.6, 0.7, 0.4], [0.1, -0.2, -0.3], [-0.2, 0.2, 0.0], [-0.1, 0.1, 0.1], [-0.2, -0.1, 0.1], [0.0, -0.1, 0.0], [0.1, 0.1, -0.2], [-0.3, -0.1, 0.0], [0.1, -0.2, 0.0], [0.0, 0.1, -0.4], [-0.1, 0.3, -0.4], [-0.5, -0.1, 0.0], [0.0, -0.4, -0.4], [0.6, 0.2, 0.5], [-0.1, 0.4, 0.2], [-0.5, -0.2, 0.0], [0.0, -0.2, 0.1], [0.2, 0.0, -0.2], [0.0, -0.2, -0.2], [0.2, -0.1, 0.0], [-0.1, 0.0, -0.1], [-0.1, -0.1, -0.1], [-0.2, 0.0, 0.0], [-0.2, 0.1, 0.1], [0.0, 0.2, 0.1], [0.1, 0.2, 0.1], [0.1, 0.1, 0.1], [0.3, 0.1, 0.1], [0.1, 0.0, -0.3], [0.0, -0.3, 0.0], [0.2, 0.2, 0.3], [-0.3, 0.4, -0.5], [-0.2, 0.0, 0.3], [0.3, -0.9, -0.8], [0.0, 0.0, 0.2], [0.0, 0.0, 0.2], [0.1, 0.1, 0.1], [0.0, 0.4, -0.5], [-0.1, -0.1, 0.2], [-0.1, 0.0, 0.1], [-0.2, 0.0, 0.1]], "lowdin_charge": [-0.125, -0.150, -0.139, 0.108, -0.173, -0.172, 0.094, -0.145, -0.116, -0.091, 0.114, -0.261, -0.134, 0.101, 0.109, 0.112, 0.120, 0.112, 0.109, 0.821, -0.492, -0.023, -0.027, 0.098, 0.074, 0.085, 0.097, 0.088, 0.086, -0.068, -0.454, 0.096, 0.131, 0.048, 0.055, -0.137, 0.150, -0.227, -0.069, 0.115, -0.079, 0.105, -0.087, 0.103, -0.076, 0.105, -0.039, 0.113, 0.111, 0.136, -0.057, -0.560, -0.062, -0.231, 0.093, 0.060, 0.081, 0.122, 0.091, 0.064, 0.083]}

Record 4
{"formula": "C6H10N", "method": "ωB97M-V/def2-TZVPD", "smiles": "C=C1C[C@@H]1C(C)=[NH2+]", "charge": 1, "gap_ev": 9.0563, "lumo_ev": -4.76, "total_energy_ha": -288.998603, "homo_energy_ha": -0.508, "species": ["C", "C", "C", "C", "C", "C", "N", "H", "H", "H", "H", "H", "H", "H", "H", "H", "H"], "xyz": [[-2.20675, -0.88843, 1.03488], [-1.50549, 0.07893, 0.50840], [-1.30628, 0.78968, -0.73922], [-0.27552, 0.92668, 0.34647], [1.20481, 0.22755, 0.12663], [1.21963, -0.52497, -1.12296], [2.35063, 0.16372, 0.84276], [-1.84319, -1.29442, 2.00122], [-3.30925, -1.19810, 0.71354], [-1.15390, 0.44809, -1.76366], [-1.94601, 1.67904, -0.74472], [-0.19848, 1.80109, 0.89256], [0.69410, -1.47313, -0.80050], [2.12404, -0.86509, -1.48306], [0.58414, -0.01957, -2.02411], [2.40476, 0.35248, 1.82441], [3.16278, -0.20355, 0.38737]], "forces_ev_per_angstrom": [[-1.9, -0.9, 1.7], [0.6, -0.9, -2.0], [-1.5, 2.1, -0.2], [3.2, -3.0, 0.3], [-0.4, 0.3, 0.4], [-3.5, 0.5, -1.7], [-3.6, 0.6, -1.1], [-0.6, 0.1, -0.6], [2.9, 0.6, 0.3], [-0.1, -0.5, 0.7], [0.4, 0.1, -0.3], [0.1, 1.7, 1.0], [0.0, 0.8, -0.5], [2.2, -0.4, -0.6], [1.8, -1.4, 2.4], [0.0, 0.6, 0.4], [0.3, -0.4, -0.1]], "lowdin_charge": [0.082, -0.265, -0.083, -0.090, -0.095, -0.018, 0.243, 0.078, 0.136, 0.114, 0.134, 0.115, 0.155, 0.063, 0.154, 0.142, 0.135]}